A cluster of 2 separate species, C7H17NO in total. Source: OMol25; level of theory: ωB97M-V with the def2-TZVPD basis set.

Properties
2S+1	2
net charge	+1
<S²>	0.7586
frontier orbital gap (alpha / beta)	10.76 / 6.16	eV

Cartesian coordinates (Å):
C  -1.65  -0.24  2.04
C  -1.07  1.09  1.57
C  -2.51  -1.65  0.12
C  0.11  -1.94  -0.84
C  -0.02  -1.34  0.54
O  0.88  -1.27  1.29
N  -1.42  -1.25  0.98
H  -1.17  -0.71  2.91
H  -2.71  -0.24  2.26
H  -0.16  1.37  2.06
H  -1.78  1.87  1.90
H  -3.34  -1.00  0.41
H  -0.07  -3.02  -0.76
H  -1.15  1.21  0.49
H  -2.37  -1.48  -0.94
H  -2.92  -2.58  0.47
H  -0.40  -1.68  -1.76
H  1.18  -1.96  -1.08
C  3.01  2.44  -1.70
C  2.19  1.26  -1.21
H  2.94  3.28  -1.00
H  4.03  2.09  -1.81
H  2.62  2.94  -2.58
H  2.18  0.37  -1.86
H  1.11  1.47  -1.28
H  2.49  0.97  -0.21